No. 1
A 12-piece molecular cluster, C28H72Br2F12N6O18S4 overall at a distorted geometry, computed with wB97M-V/def2-TZVPD.

XYZ file:
```
142
Properties=species:S:1:pos:R:3
C 0.55 6.95 -3.53
C 1.29 7.12 -2.21
C 0.69 8.22 -1.35
O 1.14 8.27 -0.01
C 2.44 8.78 0.15
N 1.27 5.85 -1.39
H 1.62 5.99 -0.44
H 0.27 5.56 -1.35
H 1.81 5.04 -1.77
H -0.51 6.95 -3.28
H 0.87 6.04 -4.03
H 0.86 7.79 -4.15
H 2.37 7.25 -2.31
H -0.38 8.08 -1.24
H 0.91 9.19 -1.84
H 2.75 8.81 1.18
H 2.52 9.77 -0.34
H 3.21 8.25 -0.45
C -5.81 2.60 -0.82
C -4.97 2.74 0.42
C -5.68 2.74 1.74
O -6.38 3.95 1.97
C -7.03 3.98 3.20
N -3.80 1.83 0.40
H -3.28 1.97 -0.50
H -3.21 1.97 1.22
H -4.00 0.81 0.48
H -5.26 2.56 -1.75
H -6.63 3.32 -0.93
H -6.40 1.67 -0.73
H -4.43 3.70 0.34
H -4.97 2.64 2.57
H -6.41 1.92 1.83
H -6.39 3.79 4.07
H -7.87 3.27 3.20
H -7.46 4.96 3.37
C 1.63 1.00 4.83
C 2.27 2.33 4.55
C 1.74 3.54 5.28
O 1.96 3.34 6.65
C 2.02 4.45 7.52
N 3.70 2.20 5.00
H 4.15 1.32 4.65
H 4.42 2.92 4.80
H 3.79 2.12 6.02
H 1.68 0.62 5.86
H 2.03 0.13 4.30
H 0.56 1.08 4.65
H 2.26 2.50 3.48
H 0.66 3.60 5.09
H 2.21 4.47 4.96
H 1.15 5.10 7.35
H 2.96 4.98 7.32
H 2.01 4.15 8.56
C -2.10 -4.63 -2.67
C -1.29 -5.26 -3.78
C -0.67 -4.30 -4.75
O -0.12 -5.08 -5.78
C 0.14 -4.30 -6.93
N -0.15 -6.11 -3.22
H -0.51 -6.57 -2.38
H 0.19 -6.63 -4.04
H 0.63 -5.47 -2.98
H -2.62 -5.41 -2.11
H -2.87 -4.01 -3.10
H -1.52 -4.10 -1.92
H -1.91 -5.99 -4.31
H 0.07 -3.62 -4.31
H -1.46 -3.65 -5.15
H -0.73 -3.97 -7.52
H 0.85 -4.83 -7.55
H 0.67 -3.39 -6.62
C 0.88 2.35 0.39
C 0.85 0.86 0.13
C -0.19 0.15 0.95
O -0.25 -1.20 0.61
C -1.53 -1.75 0.90
N 0.63 0.60 -1.33
H 0.85 -0.39 -1.54
H -0.37 0.64 -1.62
H 1.22 1.16 -1.96
H 0.00 2.92 0.08
H 1.77 2.77 -0.09
H 1.03 2.55 1.46
H 1.87 0.49 0.22
H -1.13 0.68 0.74
H 0.03 0.32 2.01
H -2.30 -1.35 0.22
H -1.76 -1.73 1.96
H -1.55 -2.81 0.64
C 4.18 -7.57 0.30
C 3.61 -6.76 1.48
C 2.59 -5.81 0.95
O 2.06 -5.01 1.94
C 1.12 -4.08 1.38
N 2.96 -7.77 2.41
H 3.69 -8.44 2.72
H 2.64 -7.32 3.28
H 2.17 -8.35 2.11
H 3.43 -8.13 -0.26
H 4.89 -8.26 0.76
H 4.66 -6.93 -0.43
H 4.43 -6.38 2.08
H 1.80 -6.30 0.35
H 3.05 -5.20 0.16
H 0.43 -4.56 0.68
H 1.69 -3.26 0.93
H 0.50 -3.54 2.10
C -6.03 -3.03 -0.29
F -4.89 -3.65 -0.69
F -6.67 -2.61 -1.36
F -6.71 -3.96 0.35
S -5.54 -1.54 0.74
O -4.84 -0.65 -0.18
O -6.78 -1.01 1.27
O -4.70 -2.10 1.79
C 4.26 -3.45 -2.41
F 4.34 -3.78 -1.11
F 5.09 -2.47 -2.67
F 4.67 -4.53 -3.08
S 2.51 -2.98 -2.85
O 2.43 -2.70 -4.25
O 1.76 -4.19 -2.49
O 2.21 -1.88 -1.97
C 4.90 -0.92 0.67
F 5.54 -2.01 1.05
F 5.37 -0.42 -0.45
F 3.59 -1.14 0.48
S 5.06 0.33 2.08
O 3.90 1.21 1.91
O 4.94 -0.48 3.29
O 6.36 0.92 1.88
C -3.36 -0.80 -3.69
F -4.57 -0.67 -3.17
F -2.79 -1.85 -3.09
F -3.52 -1.01 -4.97
S -2.38 0.75 -3.29
O -1.09 0.61 -3.94
O -3.22 1.78 -3.87
O -2.20 0.87 -1.85
Br 2.95 3.28 -2.96
Br -2.08 4.64 -1.08
```

The total energy is -10732.00123 Ha. For the HOMO-LUMO gap, the calculation gives 0.1746 Ha. The calculation puts the LUMO energy at -0.074 Eh. As for the HOMO energy: -6.75 eV.



No. 2
A 2-piece molecular cluster, C5H11ClOS overall at a distorted geometry, computed with wB97M-V/def2-TZVPD.

XYZ file:
```
19
Properties=species:S:1:pos:R:3
C -0.02 0.78 1.34
C 1.98 -0.74 0.43
C 0.68 0.77 -1.01
C -2.73 -0.09 -0.96
C 0.56 -0.01 0.25
O -0.04 -2.52 -0.66
S -0.57 -1.54 0.29
Cl -3.32 0.87 0.27
H -1.12 0.73 1.64
H 0.49 0.49 2.32
H 0.24 1.91 1.27
H 1.93 -1.60 1.11
H 2.66 0.01 0.81
H 2.35 -1.05 -0.50
H 0.44 0.11 -1.85
H 0.04 1.59 -0.90
H 1.72 0.94 -1.07
H -3.25 -0.99 -1.23
H -2.04 0.32 -1.56
```

The total energy is -1130.58350 Ha. For the HOMO-LUMO gap (spin up / spin down), the calculation gives 0.3070 / 0.2907 Ha. Its energy above the lowest of the compared OMol25 structures with the same formula, charge and spin is 85.70 kcal per mole. The calculation puts the LUMO energy (spin up / spin down) at 0.000 / -0.015 Eh. As for the HOMO energy (spin up / spin down): -8.35 / -8.33 eV.



No. 3
A 2-piece molecular cluster, C6H16O6S2 overall at a distorted geometry, computed with wB97M-V/def2-TZVPD.

XYZ file:
```
30
Properties=species:S:1:pos:R:3
C -1.19 -0.72 1.94
C -0.15 0.17 2.60
O 0.12 1.09 1.58
S 1.52 1.98 1.81
C 1.43 3.15 0.48
O 1.30 2.66 3.10
O 2.63 1.15 1.46
H -1.94 -0.23 1.40
H -1.67 -1.44 2.66
H -0.83 -1.26 1.15
H -0.45 0.79 3.11
H 0.82 -0.53 2.99
H 1.78 2.71 -0.49
H 1.80 4.17 0.93
H 0.36 3.14 0.16
C -1.93 0.84 -1.37
C -0.74 0.22 -2.17
O -0.70 -1.05 -1.55
S 0.58 -2.02 -2.10
C 0.70 -3.37 -0.96
O 0.12 -2.52 -3.37
O 1.82 -1.31 -1.99
H -2.59 0.05 -1.27
H -2.54 1.70 -1.94
H -1.42 0.96 -0.53
H -1.04 -0.08 -3.26
H 0.12 0.79 -2.20
H 1.74 -3.47 -1.04
H -0.02 -4.26 -1.32
H 0.36 -3.30 0.17
```

Its SMILES is CCOS(C)(=O)=O.CCOS(C)(=O)=O. The total energy is -1485.80146 Ha. For the HOMO-LUMO gap, the calculation gives 0.4196 Ha. Its energy above the lowest of the compared OMol25 structures with the same formula, charge and spin is 37.57 kcal per mole. The calculation puts the LUMO energy at 0.021 Eh. As for the HOMO energy: -10.85 eV.



No. 4
C27H16F5N4O5Ti as an isolated structure, computed with wB97M-V/def2-TZVPD.

XYZ file:
```
58
Properties=species:S:1:pos:R:3
Ti 0.50 0.18 -0.27
C 2.00 2.63 3.07
C 1.81 1.64 1.98
N 0.78 1.60 1.20
N -0.21 2.55 1.28
C -0.82 2.58 0.11
O -0.47 1.82 -0.88
C -1.92 3.54 -0.07
C -2.46 3.71 -1.34
C -3.50 4.61 -1.54
C -4.01 5.33 -0.47
C -3.48 5.15 0.80
C -2.44 4.26 1.00
C 2.81 0.61 1.64
C 3.95 0.37 2.39
C 4.82 -0.62 1.98
C 4.53 -1.34 0.83
C 3.37 -1.05 0.14
N 2.53 -0.10 0.53
H 1.30 3.45 2.94
H 3.02 3.02 3.08
H 1.81 2.16 4.04
H -2.06 3.13 -2.16
H -3.92 4.74 -2.53
H -4.82 6.02 -0.62
H -3.88 5.71 1.64
H -2.01 4.11 1.99
H 4.14 0.96 3.28
H 5.73 -0.82 2.54
H 5.19 -2.12 0.48
H 3.10 -1.58 -0.76
O 0.24 -1.71 0.71
C -1.00 -1.61 0.49
O -1.46 -0.51 0.08
C -1.89 -2.79 0.69
C -3.23 -2.71 0.33
C -4.05 -3.81 0.50
C -3.55 -4.98 1.03
C -2.21 -5.03 1.39
C -1.36 -3.96 1.22
N -1.67 -6.28 1.96
O -0.50 -6.28 2.29
O -2.43 -7.22 2.08
H -3.60 -1.78 -0.08
H -5.10 -3.75 0.21
H -4.16 -5.86 1.17
H -0.32 -4.02 1.50
F 2.74 1.80 -2.15
C 2.26 0.73 -2.84
C 1.39 -0.14 -2.23
C 0.97 -1.20 -3.00
F 0.11 -2.10 -2.47
C 1.37 -1.41 -4.31
F 0.95 -2.46 -5.02
C 2.24 -0.50 -4.88
F 2.65 -0.66 -6.14
C 2.69 0.59 -4.14
F 3.54 1.46 -4.71
```

The total energy is -2982.54118 Ha. For the HOMO-LUMO gap (spin up / spin down), the calculation gives 0.2438 / 0.2797 Ha. Its energy above the lowest of the compared OMol25 structures with the same formula, charge and spin is 1.05 kcal per mole. The calculation puts the LUMO energy (spin up / spin down) at -0.039 / -0.043 Eh. Its expectation value of S² is 0.76. As for the HOMO energy (spin up / spin down): -7.70 / -8.78 eV. As for the multiplicity: 2.



No. 5
An isolated ion of composition C8H17N4O and charge +1 at a distorted geometry, computed with wB97M-V/def2-TZVPD.

XYZ file:
```
30
Properties=species:S:1:pos:R:3
C 2.93 -0.81 1.71
C 2.84 0.05 0.38
C 1.56 -0.23 -0.46
N 1.38 0.47 -1.76
C 1.32 -1.69 -0.67
N 1.20 -2.82 -0.82
C 0.44 0.35 0.42
N -0.71 0.90 -0.34
C -1.29 2.11 0.35
C -1.82 0.04 -0.67
C -2.67 -0.36 0.31
N -3.73 -1.40 -0.50
O -2.82 -0.29 1.48
H 2.88 -1.81 1.35
H 2.19 -0.38 2.42
H 3.99 -0.67 2.13
H 3.70 -0.28 -0.32
H 2.79 1.14 0.47
H 1.29 -0.23 -2.56
H 2.01 1.19 -2.10
H -0.07 -0.31 1.24
H 0.64 1.33 1.05
H -0.02 1.23 -1.13
H -2.11 2.53 -0.34
H -1.59 1.66 1.28
H -0.59 2.82 0.54
H -2.02 0.10 -1.74
H -3.11 -2.17 -0.91
H -4.32 -0.87 -1.13
H -4.32 -1.60 0.33
```

Its SMILES is CC[C@@](N)(C#N)C[N@H+](C)/C=C(/[NH3+])[O-]. The total energy is -608.93685 Ha. For the HOMO-LUMO gap, the calculation gives 0.3462 Ha. Its energy above the lowest of the compared OMol25 structures with the same formula, charge and spin is 84.47 kcal per mole. The calculation puts the LUMO energy at -0.101 Eh. The net charge is +1. As for the HOMO energy: -12.16 eV.



No. 6
A 3-piece molecular cluster, C13H25BCl2O9S overall, computed with wB97M-V/def2-TZVPD.

XYZ file:
```
51
Properties=species:S:1:pos:R:3
C -3.32 0.93 -0.57
B -3.16 1.67 -1.94
C -2.87 0.90 -3.28
C -3.64 -0.42 -3.51
C -2.76 -1.69 -3.54
C -2.52 -2.35 -2.17
S -0.85 -2.09 -1.65
O -0.56 -0.70 -1.56
O 0.02 -2.95 -2.39
Cl -0.93 -2.83 0.25
C -3.27 3.26 -1.97
C -2.00 3.89 -2.43
O -1.05 3.34 -2.87
Cl -1.96 5.67 -2.28
H -3.90 0.01 -0.64
H -3.74 1.56 0.22
H -2.31 0.65 -0.25
H -1.80 0.68 -3.22
H -2.99 1.57 -4.13
H -4.10 -0.37 -4.50
H -4.46 -0.56 -2.80
H -1.82 -1.46 -4.04
H -3.28 -2.44 -4.15
H -3.19 -2.00 -1.39
H -2.62 -3.43 -2.24
H -4.05 3.59 -2.66
H -3.53 3.70 -1.00
C 4.51 -2.53 4.42
O 3.59 -3.35 3.69
C 3.52 -3.06 2.39
O 4.14 -2.20 1.83
O 2.62 -3.87 1.82
C 2.45 -3.65 0.42
H 4.46 -2.88 5.45
H 5.52 -2.65 4.03
H 4.22 -1.49 4.36
H 3.37 -3.85 -0.12
H 2.13 -2.62 0.23
H 1.68 -4.33 0.10
C 2.40 0.54 1.23
O 3.07 1.32 2.23
C 2.37 2.36 2.68
O 1.27 2.68 2.33
O 3.11 2.99 3.59
C 2.49 4.14 4.16
H 3.07 -0.27 0.97
H 1.47 0.13 1.63
H 2.18 1.15 0.35
H 1.56 3.87 4.67
H 2.27 4.88 3.39
H 3.19 4.55 4.87
```

Its SMILES is CB(CCCCS(=O)(=O)Cl)CC(=O)Cl.COC(=O)OC.COC(=O)OC. The total energy is -2530.95058 Ha. For the HOMO-LUMO gap, the calculation gives 0.3999 Ha. The calculation puts the LUMO energy at 0.009 Eh. As for the HOMO energy: -10.63 eV.



No. 7
C29H28N2O5PSW as an isolated structure at a distorted geometry, computed with wB97M-V/def2-TZVPD.

XYZ file:
```
67
Properties=species:S:1:pos:R:3
W 0.14 -0.08 1.10
O 1.82 0.64 1.50
C 2.62 1.61 1.05
C 3.98 1.58 1.30
C 4.80 2.58 0.83
C 4.26 3.66 0.12
C 2.91 3.71 -0.12
C 2.05 2.69 0.33
C 0.66 2.77 0.03
N -0.22 1.85 0.32
N -1.51 2.13 -0.07
C -2.25 1.07 0.00
O -1.69 -0.05 0.40
C -3.69 1.12 -0.24
C -4.35 2.35 -0.32
C -5.72 2.37 -0.47
C -6.44 1.19 -0.55
C -5.78 -0.03 -0.49
C -4.41 -0.07 -0.33
H 4.38 0.74 1.86
H 5.86 2.54 1.01
H 4.91 4.44 -0.24
H 2.48 4.54 -0.66
H 0.29 3.65 -0.48
H -3.77 3.25 -0.25
H -6.24 3.32 -0.53
H -7.52 1.21 -0.66
H -6.35 -0.95 -0.57
H -3.88 -1.02 -0.27
C 5.07 -2.29 4.68
C 4.09 -2.33 3.54
C 4.54 -2.24 2.21
C 3.65 -2.26 1.16
C 2.29 -2.35 1.42
C 1.82 -2.46 2.73
C 2.73 -2.45 3.78
S 1.11 -2.36 0.08
O 1.27 -3.51 -0.73
O 1.27 -1.03 -0.58
O -0.20 -2.22 0.83
H 5.28 -1.25 4.95
H 6.01 -2.77 4.41
H 4.66 -2.79 5.56
H 5.60 -2.17 2.01
H 4.00 -2.20 0.13
H 0.78 -2.64 2.92
H 2.37 -2.55 4.79
C -1.81 1.97 3.36
P -1.03 0.32 3.19
C -2.45 -0.80 3.41
C 0.00 0.18 4.68
C -0.32 -0.64 5.75
C 0.51 -0.68 6.87
C 1.65 0.12 6.92
C 1.96 0.95 5.85
C 1.15 0.97 4.73
H -1.04 2.73 3.34
H -2.36 2.02 4.30
H -2.49 2.13 2.52
H -2.89 -0.68 4.40
H -2.14 -1.83 3.26
H -3.20 -0.56 2.66
H -1.21 -1.25 5.74
H 0.26 -1.32 7.70
H 2.28 0.09 7.79
H 2.85 1.57 5.89
H 1.40 1.61 3.89
```

The total energy is -2414.10142 Ha. For the HOMO-LUMO gap (spin up / spin down), the calculation gives 0.2661 / 0.2555 Ha. Its energy above the lowest of the compared OMol25 structures with the same formula, charge and spin is 0.00 kcal per mole. The calculation puts the LUMO energy (spin up / spin down) at -0.130 / -0.162 Eh. Its expectation value of S² is 2.02. The net charge is +1. As for the HOMO energy (spin up / spin down): -10.77 / -11.35 eV. As for the multiplicity: 3.